Formula: C20H19BrF3NO2
Source: the Open Molecules 2025 dataset
Level of theory: the ωB97M-V functional and the def2-TZVPD basis

```
46
Properties=species:S:1:pos:R:3:lowdin_charge:R:1
C 3.0987 -3.3080 -0.5458 0.020
C 2.2901 -3.2469 0.5891 -0.143
C 2.4302 -2.1004 1.5196 -0.239
N 1.2775 -1.1954 1.4457 -0.153
C 1.0243 -0.4285 2.6969 -0.162
C -0.3741 0.2285 2.8084 -0.133
C -0.6021 1.4501 1.9093 -0.171
C -0.6682 1.2380 0.5056 -0.094
C -1.1218 2.3367 -0.3042 0.066
C -1.4464 3.5477 0.2452 -0.268
O -1.9545 4.4961 -0.5722 0.086
C -1.1871 3.8276 1.5964 -0.280
O -1.4071 5.0779 2.1522 0.008
C -0.7893 2.7756 2.4115 -0.468
Br -0.6172 3.3026 4.2610 0.839
C -0.3085 -0.1237 -0.0759 -0.182
C -0.5427 -0.2823 -1.5887 -0.113
C 0.3560 0.4414 -2.4143 -0.052
C 0.3919 0.1946 -3.7549 -0.072
C -0.4867 -0.7322 -4.3496 -0.053
C -1.3791 -1.4407 -3.5159 -0.016
C -1.4301 -1.2207 -2.1454 -0.053
C -2.4593 -1.9670 -1.2667 -0.565
F -3.4285 -2.4552 -2.0693 0.124
F -1.8570 -2.9580 -0.5941 0.157
F -3.1063 -1.1182 -0.4581 0.154
C 1.1752 -0.4809 0.1652 -0.120
H 3.7845 -2.4983 -0.7463 0.048
H 3.0987 -4.1420 -1.2424 0.044
H 1.5832 -4.0350 0.8176 0.096
H 3.3510 -1.5752 1.3842 0.106
H 2.5373 -2.5742 2.5088 0.122
H 1.7676 0.3833 2.8113 0.125
H 1.1347 -1.1230 3.5547 0.122
H -1.0641 -0.6028 2.5887 0.124
H -0.4836 0.5184 3.8603 0.077
H -1.1805 2.2908 -1.3796 0.122
H -2.2493 5.2206 -0.0045 0.110
H -1.2097 5.0667 3.0707 -0.031
H -0.9472 -0.8475 0.4493 0.125
H 1.0500 1.1303 -2.0107 0.113
H 1.1253 0.6663 -4.4186 0.112
H -0.4966 -0.8981 -5.4127 0.097
H -2.0060 -2.1973 -3.9995 0.120
H 1.7661 0.4291 0.2031 0.129
H 1.5607 -1.0710 -0.6850 0.119
```

Output
Electronic energy: -3852.3399 hartree
HOMO: -8.329 eV
SMILES string: C=CCN1CCc2c(cc(O)c(O)c2Br)[C@@H](c2ccccc2C(F)(F)F)C1
Kohn-Sham gap: 8.80 eV
LUMO energy: 0.4739 eV